DFT (wB97M-V/def2-TZVPD) results for one molecule with the formula C3H5NO2.

Kohn-Sham gap: 10.7 eV
Highest occupied orbital energy: -9.95 eV
Calculated total energy: -322.55660 Ha
SMILES: NC(=O)CC=O
Charge: 0

Atoms and positions in Å:
N (-1.791, -0.398, -0.051)
C (-0.757, 0.486, -0.068)
O (-0.870, 1.637, -0.450)
C (0.574, -0.047, 0.422)
C (1.647, 0.113, -0.647)
O (2.283, -0.857, -0.980)
H (-1.658, -1.379, 0.133)
H (-2.669, -0.091, -0.443)
H (0.532, -1.103, 0.733)
H (0.883, 0.559, 1.276)
H (1.828, 1.079, -1.177)

Here are the Mulliken charges for atoms 1 to 8, given in e: -0.381 0.464 -0.603 -0.340 0.003 -0.461 0.213 0.235



DFT (wB97M-V/def2-TZVPD) results for C3H5NO2 as an isolated structure.

Kohn-Sham gap: 9.6 eV
Highest occupied orbital energy: -8.95 eV
Calculated total energy: -322.41041 Ha
Charge: 0

Atoms and positions in Å:
N (-1.362, 0.789, 0.869)
C (-0.993, -0.399, 0.308)
O (-1.758, -1.166, -0.250)
C (0.472, -0.790, 0.510)
C (1.342, -0.073, -0.790)
O (1.329, 0.346, 0.524)
H (-0.664, 1.445, 1.180)
H (-2.329, 1.082, 0.833)
H (0.901, -1.330, -0.543)
H (2.344, -0.353, -1.137)
H (0.717, 0.447, -1.505)

Here are the Mulliken charges for atoms 1 to 8, given in e: -0.365 0.455 -0.608 -0.079 -0.409 -0.292 0.212 0.235



DFT (wB97M-V/def2-TZVPD) results for one molecule with the formula C3H5NO2.

Kohn-Sham gap: 9.6 eV
Highest occupied orbital energy: -9.89 eV
Calculated total energy: -322.43575 Ha
Charge: 0

Atoms and positions in Å:
N (-1.633, 0.755, 0.237)
C (-0.774, -0.206, 0.615)
O (-0.831, -0.832, 1.653)
C (0.380, -0.648, -0.242)
C (1.514, 0.154, -0.611)
O (1.193, -1.187, 0.732)
H (-1.454, 1.297, -0.590)
H (-2.371, 1.008, 0.876)
H (0.118, -1.368, -1.020)
H (2.038, -0.028, -1.562)
H (1.819, 1.055, -0.088)

Here are the Mulliken charges for atoms 1 to 8, given in e: -0.390 0.371 -0.558 0.363 -0.634 -0.438 0.210 0.248



DFT (wB97M-V/def2-TZVPD) results for a 2-piece molecular cluster, C3H5NO2 overall.

Kohn-Sham gap: 11.2 eV
Highest occupied orbital energy: -10.25 eV
Calculated total energy: -322.50908 Ha
Charge: 0

Atoms and positions in Å:
C (0.468, 0.897, -1.073)
C (0.007, -2.301, -0.260)
O (0.037, -3.197, 0.435)
N (-1.221, -0.073, 1.184)
C (-0.100, 0.510, 1.252)
O (0.687, 1.088, 0.319)
H (-0.512, 1.244, -1.426)
H (0.591, -0.157, -1.327)
H (1.250, 1.485, -1.559)
H (-1.598, -0.112, 0.237)
H (0.392, 0.616, 2.219)

Here are the Mulliken charges for atoms 1 to 8, given in e: -0.637 0.123 -0.159 -0.605 0.132 -0.324 0.304 0.269



DFT (wB97M-V/def2-TZVPD) results for one molecule with the formula C3H5NO2.

Kohn-Sham gap: 9.7 eV
Highest occupied orbital energy: -8.91 eV
Calculated total energy: -322.46209 Ha
SMILES: NC(=O)CC=O
Charge: 0

Atoms and positions in Å:
N (-1.849, -0.355, 0.204)
C (-0.747, 0.423, -0.014)
O (-0.799, 1.526, -0.526)
C (0.545, -0.149, 0.481)
C (1.801, 0.439, -0.470)
O (1.990, -0.675, -0.904)
H (-1.798, -1.334, 0.439)
H (-2.743, 0.014, -0.082)
H (0.438, -1.281, 0.513)
H (0.780, 0.163, 1.477)
H (2.383, 1.230, -1.117)

Here are the Mulliken charges for atoms 1 to 8, given in e: -0.376 0.454 -0.608 -0.292 -0.017 -0.419 0.200 0.239



DFT (wB97M-V/def2-TZVPD) results for one molecule with the formula C3H5NO2.

Kohn-Sham gap: 11.3 eV
Highest occupied orbital energy: -10.89 eV
Calculated total energy: -322.50491 Ha
SMILES: N#C[C@H](O)CO
Charge: 0

Atoms and positions in Å:
O (1.692, 0.288, 0.526)
C (0.661, -0.585, -0.009)
C (-0.710, 0.110, 0.275)
O (-0.402, 1.462, 0.111)
C (-1.815, -0.334, -0.629)
N (-2.715, -0.683, -1.269)
H (2.292, 0.636, -0.151)
H (0.744, -0.709, -1.094)
H (0.799, -1.524, 0.518)
H (-1.091, -0.113, 1.289)
H (0.544, 1.452, 0.435)

Here are the Mulliken charges for atoms 1 to 8, given in e: -0.607 -0.418 0.400 -0.556 0.028 -0.384 0.338 0.337



DFT (wB97M-V/def2-TZVPD) results for one molecule with the formula C3H5NO2.

Kohn-Sham gap: 11.0 eV
Highest occupied orbital energy: -10.69 eV
Calculated total energy: -322.45041 Ha
SMILES: N#C[C@@H](O)CO
Charge: 0

Atoms and positions in Å:
C (0.163, 0.935, -0.329)
C (0.304, -0.443, 0.295)
C (-1.015, -1.143, -0.131)
H (-1.186, 1.493, 0.978)
H (0.423, 0.645, -1.427)
H (0.791, 1.720, 0.140)
H (0.359, -0.266, 1.399)
H (1.684, -1.516, -0.905)
N (-2.106, -1.631, -0.068)
O (-1.104, 1.266, -0.010)
O (1.685, -1.061, 0.058)

Here are the Mulliken charges for atoms 1 to 8, given in e: -0.362 0.125 0.242 0.334 0.252 0.282 0.226 0.364



DFT (wB97M-V/def2-TZVPD) results for one molecule with the formula C3H5NO2.

Kohn-Sham gap: 10.4 eV
Highest occupied orbital energy: -9.61 eV
Calculated total energy: -322.50377 Ha
SMILES: [H]/N=C/OCC=O
Charge: 0

Atoms and positions in Å:
N (0.579, -1.071, 0.667)
C (-0.673, -0.999, 0.825)
O (-1.333, 0.067, 0.378)
C (-0.332, 1.079, -0.148)
C (0.685, 0.466, -1.056)
O (1.696, 1.100, -1.207)
H (0.978, -1.926, 1.007)
H (-1.267, -1.768, 1.300)
H (0.191, 1.529, 0.701)
H (-0.883, 1.843, -0.708)
H (0.362, -0.320, -1.759)

Here are the Mulliken charges for atoms 1 to 8, given in e: -0.552 0.130 -0.363 -0.274 0.100 -0.504 0.191 0.399



What is the charge in the third record? 0



Number 8 is which compound? C3H5NO2